[1]
Below is a 11-piece molecular cluster, C49H78N14O5 overall in a non-equilibrium geometry, with properties calculated with ωB97M-V/def2-TZVPD.

Its structure (SMILES) is CCCCCCCCCCCCCCc1nc2c(CN)c(ON=O)c(CC)cc2nc1COCOCCO.CC#N.CC#N.CC#N.CC#N.CC#N.CC#N.CC#N.CC#N.CC#N.CC#N. The calculation puts the orbital gap at 8.16 eV. The net charge is 0. As for the highest occupied orbital energy: -8.6 eV. The total energy is -3056.43702 Ha.

Positions of all 146 atoms, in Å:
H1 -2.0858 4.4383 0.0315
C1 2.5833 -2.9389 -5.1405
H2 -3.6329 -5.3182 -2.0130
C2 0.4024 -1.0846 -2.1943
H3 2.2116 0.1988 1.3931
H4 -0.2441 2.3457 -0.2323
H5 -3.9001 -3.7280 3.1620
C3 1.8921 -4.1405 -5.5827
H6 -2.6582 4.1534 -2.4861
H7 -5.8029 1.7137 5.6832
C4 2.8995 -0.2429 0.6730
H8 -0.9037 -3.8550 2.4554
C5 0.1633 3.2336 -0.7180
H9 3.4006 -2.3577 0.8569
H10 5.6000 -7.1458 -7.9929
N1 5.7552 -4.1579 -6.9629
H11 1.7848 8.0970 -1.1520
H12 2.0651 -2.4609 -4.3054
H13 -4.3782 3.6497 5.9250
C6 0.9359 7.8217 -0.5276
N2 -2.0889 1.1574 2.3845
C7 -2.7225 3.6764 -0.4078
H14 -3.2671 2.4099 6.4824
H15 0.2024 4.0989 -0.0559
H16 4.4245 -7.0129 -6.6895
C8 7.6941 8.0382 -4.0105
C9 -4.5225 -0.8835 -1.4380
H17 7.7913 4.1130 -1.4318
H18 3.8719 0.6609 -1.0595
C10 5.3466 -5.1959 -7.2315
H19 1.7798 -5.2417 2.3324
H20 -4.1343 -0.0709 -2.0499
H21 -2.1415 -1.2227 3.2962
C11 6.9899 3.4944 -1.8265
C12 -3.2445 0.2009 0.4749
C13 -2.6216 -1.1458 2.3306
N3 8.6269 5.8790 -2.9016
N4 4.7640 -2.6018 -1.7047
H22 3.5975 -3.1610 -4.8138
C14 3.8785 0.7661 0.0273
N5 -5.6079 -7.3710 -3.4015
H23 8.2687 8.3045 -4.8966
H24 -4.5239 -4.4018 -3.2175
H25 4.0186 -6.4365 -8.2997
C15 -4.6215 -5.1609 -2.4419
C16 4.8519 -5.1887 -1.4242
H26 -1.7838 -4.7544 3.7521
C17 -7.5181 4.5104 2.4518
C18 -0.6449 3.6722 -1.9571
H27 2.3446 -0.6972 -0.1530
C19 5.8520 4.3036 -2.2285
N6 -3.2821 1.3704 -0.2073
H28 -1.0324 -0.6238 -0.7113
H29 -6.1441 -0.3253 -0.3005
O1 -2.5769 4.4140 2.7472
H30 -0.8189 -7.3262 -0.2102
C20 -3.8350 2.7518 5.6088
H31 1.5655 2.0836 0.9895
H32 -4.3932 -1.8257 -1.9693
H33 -2.4581 2.4339 -2.2312
C21 3.6014 -1.4335 1.4023
H34 3.8867 -1.9320 3.4834
C22 -2.7209 2.3777 0.3815
N7 -1.0331 -4.2977 -1.0997
C23 -1.0111 -6.4348 0.3856
C24 -0.9565 -1.0999 -1.6886
N8 1.4648 -1.0728 -2.6284
C25 -3.8197 -0.9418 -0.0844
N9 1.6005 5.9909 1.1979
C26 -5.1733 -6.3964 -2.9784
H35 -1.3302 -2.1190 -1.5823
C27 1.8133 -5.2391 3.4252
N10 -5.9775 -0.7104 -1.2230
H36 2.6562 -2.2041 -5.9412
C28 -1.0234 -5.2411 -0.4457
C29 -2.9575 4.2981 4.0856
H37 6.7136 2.7748 -1.0548
C30 4.8230 -6.5104 -7.5695
H38 -1.9671 -6.5725 0.8902
C31 -3.7759 -2.1260 0.5308
C32 8.2154 6.8319 -3.3901
N11 4.9521 4.9433 -2.5453
H39 4.2966 2.9221 -0.1370
C33 3.6931 2.2233 0.4704
H40 3.9347 -5.5668 -0.9742
H41 -3.7577 4.0120 -0.4860
H42 1.8204 -3.1617 1.9385
H43 -5.2561 -4.7530 -1.6622
H44 5.6825 -5.4872 -0.7859
H45 -7.6119 4.7134 1.3860
H46 2.6497 -0.7094 3.2633
H47 -2.3031 4.9389 4.7061
H48 -1.6323 -0.5718 -2.3627
C34 -2.6463 0.1103 1.7127
H49 6.6565 7.9043 -4.3137
H50 7.7335 8.8819 -3.3229
C35 3.0540 -1.6317 2.8385
H51 -0.2378 -6.3724 1.1512
H52 -5.6801 1.9306 3.5116
H53 4.6824 -1.2949 1.4660
H54 2.4408 -6.0748 3.7402
C36 -2.1493 2.2531 1.6926
C37 -4.8178 1.5677 5.2347
C38 -3.1385 -2.2477 1.7810
C39 2.2577 2.7388 0.4504
O2 -4.9029 1.4555 3.8279
H55 -8.2629 5.1113 2.9718
H56 1.0277 -2.3343 3.2904
H57 0.7944 -5.3815 3.7902
C40 -2.1690 3.4104 -1.8452
H58 4.0710 2.3227 1.4963
C41 -7.6969 3.0940 2.7329
N12 -5.4471 -3.7504 0.7098
C42 -1.5631 3.4932 2.3498
C43 1.9766 -2.7517 2.9390
H59 -6.5332 4.8527 2.7689
C44 -1.7126 -3.8223 3.1874
H60 0.1415 7.4695 -1.1846
H61 7.3933 2.9336 -2.6681
H62 -0.8912 3.2058 3.1613
C45 1.3072 6.8013 0.4397
C46 -3.0617 -3.6014 2.4745
C47 4.8027 -3.7430 -1.5810
H63 0.5811 8.7238 -0.0310
H64 2.1606 3.7327 0.9173
H65 -6.4382 -1.6113 -1.2183
H66 4.9778 -5.6840 -2.3859
H67 -0.2188 3.2727 -2.8818
N13 1.3504 -5.0915 -5.9328
N14 -7.8386 1.9743 2.9497
H68 1.8807 -3.6979 4.9147
H69 3.4210 -3.9327 4.1162
H70 -0.9297 4.0093 1.6341
H71 -3.0919 -4.3549 1.6819
H72 -1.4784 -3.0165 3.8830
O3 -6.1444 -2.9200 1.1207
C48 1.6521 2.8996 -0.9745
O4 -4.3472 -3.2400 -0.0872
H73 4.8858 0.4753 0.3473
C49 2.3445 -3.8722 3.9409
H74 -4.3326 0.6576 5.5881
H75 -0.5207 4.7601 -2.0447
H76 1.6851 1.9055 -1.4362
O5 -2.9720 2.9769 4.5258
H77 2.1618 3.6603 -1.5682
H78 -3.9659 4.7337 4.1614

Here are the Mulliken charges for atoms 1 to 8, given in e: 0.170 -0.071 0.003 0.156 0.169 -0.534 0.352 0.364

***

[2]
Below is C49H80InN4O15 as an isolated structure in a non-equilibrium geometry, with properties calculated with ωB97M-V/def2-TZVPD.

The calculation puts the orbital gap at 2.55 eV. The net charge is -3. As for the highest occupied orbital energy: 0.4 eV. The total energy is -3452.22321 Ha.

Positions of all 149 atoms, in Å:
H1 0.7386 -2.2682 -5.9051
H2 -0.0428 4.6339 -0.9303
C1 -4.6888 -1.8600 -4.1069
C2 -5.0032 -0.7477 -1.4262
H3 -4.8142 -0.8947 2.3801
H4 3.1676 2.3628 0.1010
C3 1.3568 -3.6280 0.8623
H5 -1.5178 -4.8616 -0.8887
H6 -0.9281 -1.9517 6.2109
C4 0.7792 5.3407 1.7419
H7 -4.9300 -0.2321 -0.4801
C5 -3.8299 4.6891 2.4109
H8 1.7188 -1.0931 -3.6023
H9 0.6049 -0.2556 1.7777
C6 0.6173 -5.2832 2.5578
H10 -2.0378 8.7693 1.7947
H11 5.6207 -1.2267 -2.7866
C7 -1.0249 1.7379 4.1833
C8 -4.5663 -0.3939 -3.9788
O1 -4.1130 0.4523 -4.7123
C9 -2.0322 7.8002 1.2958
O2 -1.6614 -3.0873 -2.7843
H12 1.3702 0.3325 3.1388
H13 -2.1775 -2.6421 4.1703
C10 2.4939 -4.2697 0.5223
H14 -3.3144 6.1056 -0.7396
C11 4.1631 2.6755 0.4162
C12 -2.5260 -1.7479 4.6870
O3 -1.9144 2.5469 -2.1448
H15 3.9480 -0.3860 1.1693
C13 -1.5555 -5.6456 -1.6450
C14 5.1861 3.3971 -1.8982
C15 5.1177 2.2938 -0.7799
C16 0.7857 -1.5291 -3.2454
O4 -0.8355 1.2680 -0.6777
H16 -0.0175 -0.8136 -3.4220
H17 -3.3362 4.2690 -0.3899
C17 -4.8513 -2.6518 -3.0130
H18 -4.7351 -2.2055 3.4783
H19 -3.3717 4.5360 3.3880
H20 -0.8418 -2.3257 -5.2765
H21 6.9192 -1.2716 -0.0123
H22 -4.9542 -0.3330 4.6173
C18 -4.8720 0.1966 -2.5464
H23 4.3354 -1.9904 0.3578
H24 -0.0065 -1.5800 3.9766
C19 6.5640 2.1142 -0.3338
C20 0.3491 -4.1466 1.8522
H25 7.9628 0.6826 0.7321
H26 1.2398 -5.7851 -1.9211
C21 -4.0488 0.2320 4.3952
H27 6.3360 0.8013 1.3926
C22 2.7949 -5.4917 1.1623
C23 -2.9920 5.3586 1.3229
H28 2.5648 -5.7314 -3.7259
O5 2.3838 -6.8773 3.1663
H29 -1.5872 1.5935 5.1058
H30 5.4373 2.8481 -2.8058
H31 -0.0321 -5.6108 3.3562
O6 1.2114 -2.4197 0.3390
C24 -0.7532 0.3285 3.5174
H32 4.8701 -2.3805 -1.8536
C25 -0.2573 5.6301 -0.5432
N1 -1.5750 4.9067 1.3628
H33 1.2344 -5.5976 -4.8954
C26 -3.1086 -0.8142 3.6881
H34 -3.0115 7.1353 2.9635
H35 4.2486 3.9133 -2.1048
O7 -0.8803 -3.7804 1.9723
H36 -0.0445 2.1773 4.3673
H37 0.5645 -6.8968 -3.1340
H38 -4.4596 -2.3701 -5.0308
H39 -2.6409 -5.5963 -1.7312
H40 -1.1288 -6.5467 -1.2044
H41 4.3258 2.0757 1.3117
H42 -1.6790 -0.4621 6.2243
C27 0.4636 0.4947 2.5557
H43 0.0265 7.7049 2.1314
N2 -2.0308 -0.1754 2.8447
H44 -2.4956 -5.2581 -4.1367
H45 -1.0475 -5.8958 -5.0102
C28 1.8330 -3.7930 -3.7249
C29 -0.6811 -5.1531 -2.8745
H46 -3.3096 -2.2640 5.2416
C30 -1.3827 -1.2405 5.5211
C31 5.0589 -0.3247 -0.8668
H47 -4.1610 3.7259 2.0225
H48 -4.7463 5.2495 2.5960
H49 -0.9686 5.9868 -1.2881
C32 0.5030 -3.0085 -3.7413
H50 -2.2589 8.0721 0.2649
H51 0.5491 6.2662 -0.9081
H52 6.9796 2.9810 0.1801
H53 -1.8354 -6.8259 -3.8546
H54 3.9183 -1.0978 -2.5969
H55 2.4524 -3.2967 -4.4720
H56 -0.0313 7.9257 0.5697
C33 -4.1084 -1.5927 2.8303
C34 -0.4604 5.8022 0.9218
O8 -4.7011 -2.7914 -0.5452
N3 4.7118 1.0641 -1.3467
C35 0.6613 -5.8509 -2.8426
H57 0.5035 -0.3750 5.2177
O9 3.4723 1.1538 -1.9599
H58 -3.5553 0.5950 5.2968
C36 1.9278 -5.9609 2.4423
H59 3.0639 -0.7810 -0.1260
H60 1.1191 4.3763 1.3642
H61 -2.4034 1.6491 2.2423
O10 -1.8805 0.6224 -2.3250
O11 -4.6860 -3.9535 -3.2475
O12 -2.5933 0.7735 1.8975
H62 3.7449 0.9918 -2.8660
H63 3.2312 -3.9619 -0.2043
C37 -3.0288 6.8353 1.9157
C38 4.0792 -0.9377 0.2384
O13 -1.3874 3.5014 1.2634
H64 -1.4757 3.3517 0.3192
H65 -3.5917 -2.2984 2.1799
H66 -2.2354 -3.4505 -3.4626
H67 0.7950 -1.5480 -2.1556
H68 2.4216 -3.5587 -2.8379
C39 -0.3136 -0.7348 4.5925
N4 -0.4560 -3.6852 -2.9080
O14 3.7670 -6.2490 0.9410
C40 -4.9952 -2.0537 -1.6271
H69 -3.8767 7.2203 1.3493
C41 -0.5696 7.3240 1.3021
In1 -1.7392 -1.5397 -0.1809
H70 -4.3762 1.1101 3.8385
H71 0.5763 5.1563 2.7968
H72 -4.6926 5.2810 -0.1944
C42 6.9161 0.8380 0.4705
C43 -1.3251 1.5426 -1.7864
C44 0.0949 -2.8831 -5.2760
H73 7.2135 2.0193 -1.2041
O15 -4.7102 1.4148 -2.3717
C45 6.5838 -0.3620 -0.5105
H74 4.0531 3.7442 0.6004
H75 7.3436 -0.5496 -1.2691
C46 -1.5494 -5.7920 -4.0482
H76 -1.6035 2.3876 3.5266
H77 0.6685 1.5174 2.2392
C47 -3.6076 5.2811 -0.0897
H78 5.8613 4.1577 -1.5063
H79 -0.1154 -3.7751 -5.8661
H80 1.6630 5.9750 1.6747
C48 4.8312 -1.3072 -2.0394
C49 1.5866 -5.2879 -3.9114

Here are the Mulliken charges for atoms 1 to 8, given in e: 0.403 0.190 -0.701 0.101 0.254 0.382 -0.051 0.033

***

[3]
Below is C49H80N8O4S3Si5SnTe as an isolated structure in a non-equilibrium geometry, with properties calculated with ωB97M-V/def2-TZVPD.

The energy above the lowest of the compared OMol25 structures with the same formula, charge and spin is 62.60 kcal per mole. The calculation puts the orbital gap at 3.85 eV. The net charge is -2. As for the highest occupied orbital energy: -0.5 eV. The total energy is -5778.92333 Ha.

Positions of all 151 atoms, in Å:
H1 0.1325 -5.8554 -0.8710
H2 -1.1935 -6.4661 -3.0303
C1 -1.5418 -4.7485 -1.7310
H3 8.7731 -1.8003 4.2405
Si1 -2.8239 3.2445 2.6893
H4 -0.6875 7.1032 1.7809
H5 6.4695 -0.7811 -4.1617
C2 0.6749 -1.9062 -4.3842
N1 5.1159 -1.7861 -1.9979
H6 -1.1630 1.5293 5.2687
Sn1 0.4994 0.6127 -0.2965
Te1 -1.1788 1.6137 1.6649
H7 5.9146 -4.1284 -4.2722
H8 1.5255 -4.0295 3.0107
H9 -3.3760 3.6049 -0.7510
H10 -3.8605 5.2427 -0.3246
H11 6.9177 -0.8761 2.8783
H12 5.4111 2.1116 1.3403
C3 -6.1135 4.7060 1.9862
Si2 -1.8458 5.3409 3.2063
H13 -0.7269 4.5361 -4.3945
C4 -0.1650 -4.8227 -1.0653
H14 1.3403 2.9172 -5.3411
H15 -3.2936 1.2410 -3.1273
N2 2.0204 -0.0523 2.0953
C5 1.0926 2.8854 -3.1969
H16 -3.5895 -5.2474 -1.3209
C6 5.3844 -1.7270 4.1314
H17 -1.2318 2.9372 -4.9625
C7 -1.5721 -3.4396 2.3454
C8 -2.6120 -5.4259 -0.8702
C9 6.8806 -1.6145 -3.5906
H18 1.6539 -3.7556 -4.8824
C10 4.2478 -1.1682 3.3984
C11 -2.8654 6.6110 4.2201
H19 3.6003 -6.2307 -2.4459
H20 2.8071 3.2765 -4.4130
H21 -5.7278 5.7130 2.1548
O1 -0.4771 -1.4297 -0.8712
H22 0.5548 -4.3333 -1.7227
H23 1.1406 4.1129 0.3902
C12 4.3167 0.0712 2.7738
H24 6.1902 -3.6088 6.8354
C13 5.2065 -2.5337 5.2611
H25 -5.0051 4.1681 -1.1336
H26 -1.2478 -1.4033 -5.1856
H27 -2.3235 7.5456 4.3773
C14 5.7464 -2.3792 -2.9829
H28 -0.4023 4.7340 5.1806
H29 0.3699 4.3281 3.6543
H30 0.1383 0.0745 -3.7571
C15 0.7235 -2.0734 2.4786
H31 5.2275 0.6503 2.8246
H32 7.5064 -1.1932 -2.8061
H33 2.7845 -3.9954 -1.5177
S1 3.1491 -1.7167 -0.2130
H34 4.2105 -2.7556 5.6194
C16 -3.7958 0.4169 -3.6301
N3 -0.3630 -1.4334 2.0849
N4 3.6439 -3.6305 -1.9077
H35 0.3874 5.9981 4.2331
H36 -4.8768 0.5737 -3.5963
C17 3.7446 -5.5964 -3.3215
C18 -4.1056 0.4360 4.3970
H37 -0.7619 -4.8768 -3.7254
H38 -0.6105 -2.9384 -5.7915
H39 -1.6188 2.8795 6.3052
H40 -3.8799 -2.0916 -4.6898
C19 -5.5794 1.8710 1.0087
C20 3.1959 0.5902 2.1433
H41 7.4851 -2.2379 -4.2484
H42 -2.5105 -3.9808 2.3491
H43 -6.9621 4.7816 1.3034
H44 1.5131 0.0402 -4.8763
C21 1.9132 -2.6958 -4.8145
H45 3.3192 5.3034 -0.1301
H46 -0.8070 5.5444 0.9633
C22 -1.9748 1.9439 5.8701
H47 -5.0478 0.4320 3.8466
C23 -3.8138 -0.8195 -1.4586
H48 -3.1218 6.2035 5.1998
H49 2.2725 -2.3532 -5.7857
O2 0.1446 -2.5888 -3.2529
H50 -6.3079 1.8977 0.1961
N5 2.0804 2.5051 1.2316
C24 -0.2190 5.0926 4.1661
C25 -1.4932 -2.1075 1.9851
C26 7.7397 -1.9900 4.5124
H51 -6.4853 4.3375 2.9441
H52 -0.1880 -4.2591 -0.1345
C27 3.3014 4.3267 0.3379
H53 -3.4693 0.3964 -4.6724
H54 -4.8856 -0.6619 -1.3267
C28 6.3109 -3.0000 5.9448
C29 -4.1710 -2.0548 -3.6373
Si3 -4.7355 3.5507 1.3169
H55 1.5353 4.5041 -4.5803
N6 7.5729 -2.7438 5.5997
C30 0.6503 -3.4452 2.7500
H56 -3.5061 -1.7391 -0.9622
C31 3.0429 -1.8507 3.3046
H57 4.4285 -6.0877 -4.0098
H58 -2.4407 -6.5012 -0.7935
Si4 -1.0307 -2.0605 -2.1989
H59 -3.8848 -2.9948 -3.1704
C32 -3.4366 -0.8997 -2.9400
Si5 -3.4757 2.2038 4.7242
C33 -4.8231 3.0214 5.8232
C34 3.2503 1.9188 1.4966
H60 -5.0198 2.4396 6.7260
H61 2.9574 -2.8391 3.7325
O3 -1.9572 -3.4081 -1.8821
H62 -2.3557 -1.5449 1.6439
C35 1.0445 -0.4689 -4.0321
H63 2.7765 -5.4764 -3.8113
H64 -5.2534 -1.9238 -3.5728
H65 2.7079 -2.5769 -4.0785
C36 1.7313 3.4326 -4.4565
C37 5.3629 -3.6520 -3.4752
H66 -4.5213 4.0244 6.1303
C38 1.9666 -1.2919 2.6250
H67 -4.8101 1.1436 0.7428
H68 -2.2130 6.5952 1.0493
H69 -6.0850 1.5044 1.9042
C39 -0.3495 -1.9095 -5.5278
C40 2.1060 3.6732 0.6127
H70 0.0458 -1.3954 -6.4066
C41 4.0355 -2.3704 -1.4384
H71 -5.7628 3.1178 5.2764
H72 -2.4618 -5.3548 -3.5949
O4 -2.0319 -1.0868 -3.0895
H73 -3.2608 0.0094 -1.0119
C42 4.2811 -4.2654 -2.9132
S2 2.1824 2.2725 -1.9976
N7 -0.4885 -4.1202 2.7185
S3 -1.0901 2.1533 -1.7241
H74 -2.1793 1.2496 6.6876
C43 -0.2474 2.9144 -3.0452
H75 -3.3626 -0.0733 3.7800
H76 -2.6058 -4.9827 0.1244
C44 6.7075 -1.4648 3.7608
H77 -4.2452 -0.1468 5.3098
C45 -1.4843 -5.4160 -3.1129
H78 -3.8023 6.8478 3.7129
C46 4.4410 2.5595 1.1579
C47 -4.2105 4.2103 -0.3856
N8 4.4716 3.7706 0.6084
H79 -2.1310 3.7309 -3.6590
C48 -1.3416 6.2466 1.6063
H80 1.7370 -0.4584 -3.1895
C49 -1.1361 3.5731 -4.0739

Here are the Mulliken charges for atoms 1 to 8, given in e: 0.667 0.454 1.724 0.368 -0.397 0.406 0.272 2.109